{"formula": "C55H66AsN4O4SSb2Sc", "method": "the ωB97M-V functional and the def2-TZVPD basis", "multiplicity": 1, "charge": 2, "e_tot_ha": -6530.2181, "e_above_lowest_kcal_mol": 26.79, "lumo_energy_ev": -5.685, "species": ["Sc", "C", "C", "C", "C", "C", "C", "N", "Sb", "C", "C", "C", "C", "C", "C", "N", "C", "C", "C", "C", "C", "C", "N", "H", "H", "H", "H", "H", "H", "H", "H", "H", "H", "H", "H", "H", "H", "H", "H", "H", "H", "C", "C", "C", "C", "C", "C", "C", "S", "O", "O", "N", "C", "C", "C", "O", "O", "H", "H", "H", "H", "H", "H", "H", "H", "H", "H", "H", "H", "C", "C", "C", "Sb", "C", "C", "C", "C", "C", "C", "H", "H", "H", "H", "H", "H", "H", "H", "H", "H", "H", "H", "H", "H", "H", "H", "H", "H", "H", "H", "H", "C", "C", "C", "C", "C", "C", "As", "C", "C", "C", "C", "C", "C", "C", "C", "C", "C", "C", "C", "H", "H", "H", "H", "H", "H", "H", "H", "H", "H", "H", "H", "H", "H", "H"], "positions_angstrom": [[0.167, 0.496, 0.214], [-3.014, 1.323, 1.454], [-1.997, 2.394, 1.704], [-2.364, 3.563, 2.362], [-1.428, 4.547, 2.588], [-0.123, 4.354, 2.139], [0.183, 3.186, 1.476], [-0.730, 2.214, 1.277], [2.271, 3.083, 0.821], [2.711, 1.271, 1.914], [3.766, 1.320, 2.804], [4.152, 0.153, 3.450], [3.470, -1.010, 3.164], [2.426, -1.005, 2.245], [1.721, -2.290, 1.922], [2.039, 0.133, 1.630], [2.432, 1.926, -1.041], [3.276, 2.481, -1.980], [3.584, 1.747, -3.119], [3.116, 0.451, -3.216], [2.336, -0.087, -2.199], [1.994, -1.546, -2.193], [1.959, 0.670, -1.146], [-3.979, 1.767, 1.223], [-2.717, 0.673, 0.632], [-3.155, 0.715, 2.349], [-3.390, 3.687, 2.681], [-1.698, 5.466, 3.093], [0.637, 5.110, 2.293], [4.278, 2.257, 2.982], [4.981, 0.155, 4.146], [3.744, -1.941, 3.641], [2.357, -3.142, 2.148], [0.818, -2.373, 2.527], [1.444, -2.321, 0.867], [3.667, 3.479, -1.836], [4.207, 2.174, -3.894], [3.365, -0.166, -4.069], [1.992, -1.946, -3.206], [2.761, -2.078, -1.624], [1.024, -1.739, -1.740], [-0.484, -5.418, 7.505], [-1.438, -4.547, 6.733], [-1.101, -3.237, 6.389], [-1.948, -2.468, 5.611], [-3.147, -3.015, 5.168], [-3.532, -4.292, 5.548], [-2.679, -5.044, 6.340], [-4.077, -2.149, 3.947], [-5.146, -2.990, 3.514], [-4.304, -0.788, 4.340], [-3.025, -1.997, 2.667], [-2.224, -3.150, 2.261], [-1.684, -2.921, 0.850], [-1.066, -1.575, 0.640], [-0.773, -1.175, -0.545], [-0.791, -0.790, 1.598], [0.482, -4.933, 7.633], [-0.334, -6.368, 6.993], [-0.886, -5.645, 8.494], [-0.163, -2.820, 6.737], [-1.696, -1.446, 5.350], [-4.488, -4.679, 5.219], [-2.976, -6.039, 6.649], [-2.444, -1.185, 2.832], [-2.882, -4.019, 2.249], [-1.405, -3.351, 2.958], [-2.487, -3.021, 0.117], [-0.931, -3.677, 0.603], [-0.583, -1.818, -5.392], [-0.991, -3.233, -4.986], [-1.927, -3.865, -6.010], [-1.645, -3.198, -2.871], [-0.926, -5.181, -2.274], [-1.137, -6.234, -3.359], [0.537, -5.099, -1.846], [-3.789, -3.660, -2.579], [-4.506, -2.489, -1.912], [-4.514, -4.110, -3.845], [0.120, -1.852, -6.231], [-0.107, -1.272, -4.571], [-1.452, -1.241, -5.712], [-0.093, -3.852, -4.883], [-2.819, -3.255, -6.163], [-2.239, -4.868, -5.722], [-1.415, -3.943, -6.975], [-1.542, -5.439, -1.407], [-0.612, -5.973, -4.280], [-2.196, -6.370, -3.586], [-0.746, -7.202, -3.027], [1.179, -4.811, -2.684], [0.884, -6.071, -1.483], [0.684, -4.372, -1.041], [-3.727, -4.498, -1.878], [-4.693, -1.682, -2.620], [-3.951, -2.074, -1.066], [-5.475, -2.823, -1.527], [-4.521, -3.325, -4.603], [-5.557, -4.349, -3.612], [-4.061, -5.000, -4.279], [-4.160, 5.448, -0.282], [-2.834, 5.815, -0.442], [-1.893, 4.888, -0.881], [-2.273, 3.588, -1.189], [-3.612, 3.225, -1.017], [-4.544, 4.142, -0.559], [-1.090, 2.158, -1.855], [0.144, 3.174, -2.992], [0.863, 4.266, -2.510], [1.608, 5.066, -3.363], [1.677, 4.757, -4.714], [1.046, 3.615, -5.189], [0.284, 2.828, -4.334], [-2.327, 1.643, -3.270], [-2.871, 2.645, -4.077], [-3.773, 2.316, -5.071], [-4.141, 0.985, -5.266], [-3.597, -0.007, -4.471], [-2.694, 0.324, -3.465], [-4.896, 6.177, 0.030], [-2.520, 6.831, -0.239], [-0.874, 5.220, -0.994], [-3.934, 2.223, -1.274], [-5.577, 3.840, -0.438], [0.853, 4.507, -1.453], [2.124, 5.936, -2.975], [2.210, 5.408, -5.395], [1.124, 3.347, -6.235], [-0.224, 1.956, -4.726], [-2.587, 3.679, -3.923], [-4.193, 3.094, -5.695], [-4.854, 0.733, -6.041], [-3.870, -1.042, -4.637], [-2.272, -0.445, -2.827]]}

=====

{"formula": "C3H5ClN2", "method": "the ωB97M-V functional and the def2-TZVPD basis", "multiplicity": 1, "charge": 0, "e_tot_ha": -686.9850, "e_above_lowest_kcal_mol": 6.84, "lumo_energy_ev": 0.634, "smiles": "[H]/N=C/N/C=C/Cl", "species": ["H", "N", "C", "N", "C", "C", "Cl", "H", "H", "H", "H"], "positions_angstrom": [[1.768, -2.018, -0.027], [0.997, -1.369, -0.067], [1.386, -0.163, 0.026], [0.535, 0.910, -0.028], [-0.819, 0.807, -0.068], [-1.519, -0.349, 0.025], [-3.237, -0.294, -0.017], [2.438, 0.138, 0.058], [0.913, 1.845, 0.073], [-1.388, 1.794, -0.064], [-1.075, -1.301, 0.089]]}

=====

{"formula": "C15H19ClN2O3", "method": "the ωB97M-V functional and the def2-TZVPD basis", "multiplicity": 1, "charge": 0, "e_tot_ha": -1378.4695, "e_above_lowest_kcal_mol": 7.09, "lumo_energy_ev": 0.591, "smiles": "CCOC(=O)C1CCN(C(=O)Nc2ccccc2Cl)CC1", "species": ["C", "C", "O", "C", "O", "C", "C", "C", "N", "C", "O", "N", "C", "C", "C", "C", "C", "C", "Cl", "C", "C", "H", "H", "H", "H", "H", "H", "H", "H", "H", "H", "H", "H", "H", "H", "H", "H", "H", "H", "H"], "positions_angstrom": [[1.242, 5.804, -1.828], [0.574, 5.079, -2.986], [0.721, 3.661, -2.865], [-0.143, 3.023, -2.075], [-1.059, 3.552, -1.501], [0.215, 1.549, -1.971], [-1.048, 0.720, -1.718], [-0.762, -0.550, -0.924], [-0.180, -0.226, 0.365], [0.030, -1.121, 1.375], [0.566, -0.797, 2.417], [-0.420, -2.398, 1.109], [-0.427, -3.498, 1.951], [0.021, -3.471, 3.270], [-0.022, -4.611, 4.051], [-0.508, -5.802, 3.540], [-0.959, -5.852, 2.232], [-0.916, -4.712, 1.454], [-1.490, -4.798, -0.190], [0.435, 1.083, 0.481], [1.204, 1.393, -0.796], [1.162, 6.877, -1.976], [2.293, 5.532, -1.768], [0.753, 5.542, -0.893], [-0.493, 5.320, -3.021], [1.046, 5.332, -3.937], [0.709, 1.260, -2.901], [-1.759, 1.336, -1.165], [-1.513, 0.446, -2.666], [-0.086, -1.197, -1.505], [-1.712, -1.078, -0.780], [-0.784, -2.601, 0.189], [0.401, -2.544, 3.663], [0.331, -4.565, 5.070], [-0.540, -6.691, 4.151], [-1.343, -6.770, 1.815], [1.099, 1.048, 1.347], [-0.326, 1.851, 0.659], [1.792, 2.302, -0.671], [1.895, 0.574, -1.003]]}